Model w:
Molecular formula: C3H3ClFN
Method: DFT, ωB97M-V/def2-TZVPD

Output
* SMILES: C[C@@](F)(Cl)C#N
* gap between HOMO and LUMO: 0.4220 Ha
* spin multiplicity: 1
* HOMO energy: -11.629 eV

Each atom is followed by the atoms it is bonded to, with distances in Å.
CARTESIAN COORDINATES (ANGSTROEM)
1 C 0.75 -0.09 -1.61  C2 1.550, H7 1.105, H8 1.091, H9 1.221
2 C 0.20 -0.12 -0.17  C1 1.550, F3 1.262, Cl4 1.931, C5 1.504
3 F 1.12 -0.58 0.55  C2 1.262
4 Cl -0.13 1.67 0.49  C2 1.931
5 C -0.99 -1.03 0.01  C2 1.504, N6 1.314
6 N -1.46 -2.17 0.46  C5 1.314
7 H 1.10 -1.13 -1.74  C1 1.105
8 H 1.52 0.68 -1.65  C1 1.091
9 H -0.15 -0.08 -2.44  C1 1.221

Model x:
Molecular formula: C3H3ClFN
Method: DFT, ωB97M-V/def2-TZVPD

Output
* gap between HOMO and LUMO (alpha / beta): 0.3156 / 0.3268 Ha
* spin multiplicity: 1
* HOMO energy (alpha / beta): -9.150 / -9.527 eV

Each atom is followed by the atoms it is bonded to, with distances in Å.
CARTESIAN COORDINATES (ANGSTROEM)
1 C 1.28 1.61 0.55  N4 1.200, H7 1.082, H8 1.151
2 C -1.44 -1.20 -0.90  C3 1.341, F5 1.358, H9 1.081
3 C -0.29 -1.02 -0.23  C2 1.341, Cl6 1.619
4 N 1.01 1.52 -0.62  C1 1.200
5 F -2.20 -2.32 -0.84  C2 1.358
6 Cl 0.50 -1.34 1.14  C3 1.619
7 H 2.00 2.19 1.12  C1 1.082
8 H 0.86 1.01 1.44  C1 1.151
9 H -1.71 -0.47 -1.65  C2 1.081

The least stable of them is model x.

Model w:
Molecular formula: C7H10NO
Method: DFT, ωB97M-V/def2-TZVPD

Output
* net charge: +1
* gap between HOMO and LUMO: 0.3339 Ha
* spin multiplicity: 1
* HOMO energy: -14.701 eV

Each atom is followed by the atoms it is bonded to, with distances in Å.
CARTESIAN COORDINATES (ANGSTROEM)
1 C -1.27 -1.76 -0.55  C2 1.424, C3 1.403, H10 1.020
2 C -1.67 -0.81 0.43  C1 1.424, C4 1.391, H11 1.086
3 C 0.01 -1.57 -1.08  C1 1.403, N8 1.332, H12 1.063
4 C -0.94 0.35 0.66  C2 1.391, C5 1.390, C6 1.478
5 C 0.32 0.34 0.07  C4 1.390, N8 1.299
6 C -1.37 1.44 1.57  C4 1.478, H13 1.168, H14 1.115, H15 1.012
7 C 2.19 -0.36 -1.23  N8 1.490, H16 1.083, H17 1.112, H18 1.096
8 N 0.77 -0.51 -0.80  C3 1.332, C5 1.299, C7 1.490
9 O 1.70 1.99 0.40  H19 1.019
10 H -1.81 -2.62 -0.67  C1 1.020
11 H -2.67 -0.99 0.81  C2 1.086
12 H 0.52 -2.31 -1.66  C3 1.063
13 H -1.32 0.99 2.64  C6 1.168
14 H -0.80 2.38 1.71  C6 1.115
15 H -2.33 1.72 1.46  C6 1.012
16 H 2.41 -1.42 -1.29  C7 1.083
17 H 2.23 0.11 -2.24  C7 1.112
18 H 2.79 0.16 -0.48  C7 1.096
19 H 1.23 2.88 0.24  O9 1.019

Model x:
Molecular formula: C7H10NO
Method: DFT, ωB97M-V/def2-TZVPD

Output
* net charge: +1
* gap between HOMO and LUMO (alpha / beta): 0.2600 / 0.2600 Ha
* spin multiplicity: 1
* HOMO energy (alpha / beta): -12.383 / -12.383 eV

Each atom is followed by the atoms it is bonded to, with distances in Å.
CARTESIAN COORDINATES (ANGSTROEM)
1 C -0.48 -1.11 -1.43  C2 1.410, C4 1.488
2 C 0.80 -0.85 -0.90  C1 1.410, C3 1.401, C7 1.477
3 C 1.95 -0.59 -1.66  C2 1.401, O9 1.302, H10 1.109
4 C -1.67 -0.36 -0.94  C1 1.488, C5 1.432, H11 1.092, H12 1.095
5 C -1.54 0.63 0.08  C4 1.432, C6 1.567, H13 1.052, H14 1.080
6 C -0.27 0.42 0.98  C5 1.567, C7 1.464, H15 1.089, H16 1.198
7 C 0.68 -0.61 0.56  C2 1.477, C6 1.464, N8 1.396
8 N 0.86 -1.58 1.54  C7 1.396, H17 0.936, H18 1.056
9 O 2.93 0.25 -1.47  C3 1.302, H19 1.021
10 H 1.72 -0.90 -2.69  C3 1.109
11 H -1.63 0.08 -1.94  C4 1.092
12 H -2.51 -1.06 -0.95  C4 1.095
13 H -1.32 1.54 -0.40  C5 1.052
14 H -2.43 0.93 0.61  C5 1.080
15 H 0.17 1.42 0.98  C6 1.089
16 H -0.69 0.21 2.08  C6 1.198
17 H 1.38 -2.32 1.29  N8 0.936
18 H 0.89 -1.31 2.56  N8 1.056
19 H 2.78 0.42 -0.47  O9 1.021

The least stable of them is model x.

Model w:
Molecular formula: C7H10NO
Method: DFT, ωB97M-V/def2-TZVPD

Output
* net charge: +1
* gap between HOMO and LUMO: 0.3425 Ha
* spin multiplicity: 1
* HOMO energy: -13.819 eV

Each atom is followed by the atoms it is bonded to, with distances in Å.
CARTESIAN COORDINATES (ANGSTROEM)
1 C -1.30 1.47 0.50  C2 1.340, C3 1.427, H10 1.060
2 C -1.79 0.32 0.99  C1 1.340, C6 1.447, H11 1.035
3 C -0.32 1.40 -0.54  C1 1.427, N8 1.293, H12 1.123
4 C 2.75 -0.68 0.18  C5 1.249, H13 1.082, H14 1.064
5 C 1.95 0.22 0.51  C4 1.249, O9 1.150
6 C -1.08 -0.87 0.57  C2 1.447, C7 1.548, H15 1.087, H16 1.068
7 C -0.77 -0.97 -0.94  C6 1.548, N8 1.475, H17 1.048, H18 1.133
8 N -0.22 0.36 -1.29  C3 1.293, C7 1.475, H19 0.998
9 O 1.12 0.93 0.87  C5 1.150
10 H -1.67 2.45 0.64  C1 1.060
11 H -2.44 0.46 1.79  C2 1.035
12 H 0.29 2.31 -0.79  C3 1.123
13 H 3.54 -0.55 -0.55  C4 1.082
14 H 2.84 -1.64 0.63  C4 1.064
15 H -0.15 -0.96 1.12  C6 1.087
16 H -1.53 -1.74 0.99  C6 1.068
17 H 0.03 -1.61 -1.15  C7 1.048
18 H -1.70 -1.28 -1.51  C7 1.133
19 H 0.46 0.34 -2.03  N8 0.998

Model x:
Molecular formula: C7H10NO
Method: DFT, ωB97M-V/def2-TZVPD

Output
* SMILES: C=C=CC1=C(O)CC[NH2+]1
* net charge: +1
* gap between HOMO and LUMO: 0.3389 Ha
* spin multiplicity: 1
* HOMO energy: -12.445 eV

Each atom is followed by the atoms it is bonded to, with distances in Å.
CARTESIAN COORDINATES (ANGSTROEM)
1 C -2.82 1.62 2.10  C2 1.262, H10 1.102, H11 1.115
2 C -1.74 1.04 1.80  C1 1.262, C3 1.360
3 C -0.62 0.34 1.46  C2 1.360, C4 1.548, H12 1.089
4 C 0.12 -0.14 0.19  C3 1.548, C5 1.357, N9 1.423
5 C -0.13 0.00 -1.14  C4 1.357, O6 1.331, C7 1.517
6 O -1.09 0.65 -1.79  C5 1.331, H13 0.946
7 C 1.07 -0.49 -1.94  C5 1.517, C8 1.473, H14 1.075, H15 1.114
8 C 1.79 -1.34 -0.97  C7 1.473, N9 1.452, H16 1.027, H17 1.126
9 N 1.37 -0.79 0.31  C4 1.423, C8 1.452, H18 0.990, H19 1.017
10 H -3.71 1.15 2.54  C1 1.102
11 H -2.68 2.73 2.13  C1 1.115
12 H -0.08 -0.01 2.33  C3 1.089
13 H -1.83 0.95 -1.29  O6 0.946
14 H 0.84 -0.94 -2.88  C7 1.075
15 H 1.72 0.39 -2.14  C7 1.114
16 H 1.45 -2.30 -1.04  C8 1.027
17 H 2.86 -1.28 -1.32  C8 1.126
18 H 1.42 -1.48 1.02  N9 0.990
19 H 2.05 -0.12 0.66  N9 1.017

The least stable of them is model x.

Model w:
Molecular formula: C6H8N4O
Method: DFT, ωB97M-V/def2-TZVPD

Output
* SMILES: NNC(=O)Nc1cccnc1
* gap between HOMO and LUMO: 0.3687 Ha
* spin multiplicity: 1
* HOMO energy: -9.362 eV

Each atom is followed by the atoms it is bonded to, with distances in Å.
CARTESIAN COORDINATES (ANGSTROEM)
1 N 1.06 3.85 -0.31  N2 1.356, H12 0.953, H13 1.224
2 N 0.12 2.92 -0.60  N1 1.356, C3 1.423, H14 0.918
3 C 0.33 1.63 -0.03  N2 1.423, O4 1.147, N5 1.436
4 O 1.24 1.35 0.62  C3 1.147
5 N -0.67 0.67 -0.39  C3 1.436, C6 1.355, H15 0.910
6 C -0.54 -0.66 -0.16  N5 1.355, C7 1.364, C11 1.420
7 C 0.65 -1.29 -0.42  C6 1.364, C8 1.460, H16 1.128
8 C 0.73 -2.72 -0.15  C7 1.460, C9 1.400, H17 1.255
9 C -0.40 -3.31 0.43  C8 1.400, N10 1.337, H18 1.083
10 N -1.55 -2.71 0.75  C9 1.337, C11 1.375
11 C -1.58 -1.35 0.51  C6 1.420, N10 1.375, H19 0.885
12 H 1.90 3.40 -0.29  N1 0.953
13 H 0.92 4.34 0.80  N1 1.224
14 H -0.26 3.08 -1.42  N2 0.918
15 H -1.06 0.89 -1.18  N5 0.910
16 H 1.47 -0.85 -1.04  C7 1.128
17 H 1.83 -3.24 -0.46  C8 1.255
18 H -0.27 -4.34 0.74  C9 1.083
19 H -2.34 -0.91 0.61  C11 0.885

Model x:
Molecular formula: C6H8N4O
Method: DFT, ωB97M-V/def2-TZVPD

Output
* SMILES: [H]/N=c1/cn[nH]o1.C#CCN=C
* gap between HOMO and LUMO: 0.3037 Ha
* spin multiplicity: 1
* HOMO energy: -7.854 eV

Each atom is followed by the atoms it is bonded to, with distances in Å.
CARTESIAN COORDINATES (ANGSTROEM)
1 H 3.52 -0.04 2.41  N2 0.992
2 N 3.73 -0.40 1.52  H1 0.992, C3 1.270
3 C 2.85 -0.71 0.65  N2 1.270, C4 1.454, O7 1.458
4 C 2.94 -1.38 -0.63  C3 1.454, N5 1.301, H8 1.097
5 N 1.86 -1.12 -1.31  C4 1.301, N6 1.280
6 N 0.97 -0.57 -0.57  N5 1.280, O7 1.384, H9 1.048
7 O 1.45 -0.28 0.70  C3 1.458, N6 1.384
8 H 3.90 -1.60 -1.11  C4 1.097
9 H 0.08 -0.17 -0.96  N6 1.048
10 C -2.48 0.29 2.24  C11 1.227, H15 1.054
11 C -2.35 -0.14 1.10  C10 1.227, C12 1.512
12 C -2.49 -0.12 -0.41  C11 1.512, N13 1.413, H16 1.178, H17 1.080
13 N -1.36 0.46 -1.03  C12 1.413, C14 1.225
14 C -1.41 1.61 -1.43  N13 1.225, H18 1.135, H19 1.108
15 H -2.39 0.46 3.28  C10 1.054
16 H -3.47 0.47 -0.67  C12 1.178
17 H -2.56 -1.16 -0.71  C12 1.080
18 H -2.31 2.29 -1.30  C14 1.135
19 H -0.47 2.12 -1.75  C14 1.108

The least stable of them is model x.